Entry 1:
Computed, not measured: a cluster of 2 separate species, C4H12N2O2 in total, with the ωB97M-V functional and the def2-TZVPD basis.

Geometry (Å):
1 C 0.654 1.231 -1.181
2 C 0.685 -0.229 -0.803
3 C 2.067 -0.838 -0.904
4 O 0.171 -0.455 0.755
5 N 0.950 0.355 1.626
6 H 1.195 1.807 -0.430
7 H -0.371 1.582 -1.275
8 H 1.108 1.374 -2.163
9 H -0.049 -0.806 -1.368
10 H 2.068 -1.874 -0.572
11 H 2.763 -0.272 -0.288
12 H 2.411 -0.796 -1.940
13 H 1.191 -0.220 2.431
14 H 0.318 1.093 1.942
15 C -2.687 -0.678 0.495
16 N -2.349 0.269 1.522
17 O -1.760 1.331 1.340
18 H -1.842 -0.986 -0.126
19 H -2.987 -1.591 1.014
20 H -3.536 -0.297 -0.074

Output
**LUMO level (spin up / spin down)**: 0.1 / 0.1 eV
**Energy above the lowest of the compared OMol25 structures with the same formula, charge and spin**: 622.3 kJ/mol
**E_tot**: -419.41145 Ha
**SMILES**: CC(C)ON.CN=O
**Total charge**: 0
**Orbital gap (spin up / spin down)**: 8.77 / 8.77 eV


Entry 2:
Computed, not measured: a structure of composition C32H75FeN2O7, with the ωB97M-V functional and the def2-TZVPD basis.

Geometry (Å):
1 Fe 1.175 -4.622 3.074
2 C 0.115 -1.158 1.997
3 C -0.475 -2.382 1.299
4 O 0.185 -3.597 1.559
5 H 1.165 -0.996 1.763
6 H 0.005 -1.248 3.080
7 H -0.455 -0.267 1.724
8 H -0.313 -2.213 0.230
9 H -1.549 -2.516 1.448
10 C 3.717 -0.132 -0.521
11 C 3.364 1.257 -1.168
12 C 2.610 2.083 -0.137
13 C 3.577 2.508 0.946
14 C 4.523 3.494 0.222
15 C 5.328 2.858 -0.931
16 N 4.454 2.011 -1.762
17 O 5.093 1.481 -2.883
18 C 5.827 3.983 -1.852
19 C 6.575 2.122 -0.364
20 C 2.407 0.878 -2.312
21 H 4.609 -0.056 0.105
22 H 4.060 -0.835 -1.287
23 H 2.889 -0.606 0.004
24 H 2.195 3.004 -0.551
25 H 1.779 1.493 0.257
26 H 4.233 1.735 1.365
27 H 3.182 2.885 1.892
28 H 5.230 3.896 0.952
29 H 4.011 4.364 -0.192
30 H 6.673 4.515 -1.412
31 H 6.250 3.634 -2.798
32 H 5.058 4.653 -2.236
33 H 7.067 2.823 0.311
34 H 6.286 1.258 0.233
35 H 7.253 1.943 -1.197
36 H 1.929 1.631 -2.936
37 H 1.607 0.290 -1.842
38 H 2.802 0.124 -2.997
39 H 5.419 0.651 -2.503
40 C -1.010 2.190 -0.311
41 C -2.480 2.346 -0.736
42 C -2.782 3.829 -1.065
43 C -2.290 4.115 -2.503
44 C -2.933 3.110 -3.421
45 C -2.522 1.665 -3.110
46 N -2.976 1.405 -1.759
47 O -2.691 0.058 -1.395
48 C -3.314 0.876 -4.173
49 C -1.000 1.466 -3.313
50 C -3.272 2.100 0.588
51 H -0.668 1.183 -0.559
52 H -0.734 2.421 0.719
53 H -0.318 2.845 -0.851
54 H -3.856 4.023 -1.122
55 H -2.377 4.487 -0.297
56 H -1.206 4.197 -2.614
57 H -2.590 5.134 -2.772
58 H -2.649 3.350 -4.450
59 H -4.014 3.256 -3.439
60 H -2.854 1.076 -5.140
61 H -3.123 -0.178 -3.948
62 H -4.387 1.043 -4.205
63 H -0.625 0.446 -3.402
64 H -0.825 1.838 -4.331
65 H -0.352 2.063 -2.684
66 H -4.322 2.155 0.290
67 H -2.978 2.834 1.333
68 H -3.117 1.115 1.038
69 H -3.503 -0.176 -0.934
70 C -1.462 -3.370 -3.938
71 C -0.027 -3.555 -3.506
72 C 0.884 -2.449 -3.931
73 O -0.001 -3.627 -2.067
74 H -1.593 -3.417 -5.018
75 H -1.945 -2.492 -3.498
76 H -2.055 -4.151 -3.454
77 H 0.396 -4.486 -3.887
78 H 1.187 -2.493 -4.977
79 H 1.789 -2.319 -3.331
80 H 0.439 -1.462 -3.744
81 H -0.008 -2.711 -1.771
82 C -3.270 1.830 4.072
83 C -4.160 0.570 4.182
84 C -3.347 -0.728 4.136
85 O -4.780 0.727 5.462
86 H -2.747 2.078 4.994
87 H -3.836 2.664 3.661
88 H -2.444 1.735 3.355
89 H -4.977 0.552 3.461
90 H -3.966 -1.621 4.207
91 H -2.593 -0.711 4.927
92 H -2.828 -0.691 3.175
93 H -4.316 0.126 6.052
94 C 2.925 -1.883 5.904
95 C 2.384 -1.612 4.512
96 C 3.292 -0.693 3.685
97 O 2.308 -2.896 3.802
98 H 2.233 -2.509 6.467
99 H 2.987 -0.879 6.331
100 H 3.907 -2.353 5.957
101 H 1.358 -1.257 4.536
102 H 3.242 -0.998 2.644
103 H 4.309 -0.754 4.091
104 H 3.167 0.374 3.874
105 H 3.228 -3.055 3.546
106 C -4.648 -5.689 1.083
107 C -3.715 -5.215 0.001
108 C -3.931 -3.825 -0.532
109 O -2.436 -5.245 0.683
110 H -4.492 -6.758 1.234
111 H -5.716 -5.607 0.848
112 H -4.608 -5.227 2.074
113 H -3.686 -5.995 -0.760
114 H -3.737 -3.084 0.247
115 H -4.941 -3.756 -0.942
116 H -3.248 -3.563 -1.342
117 H -2.614 -4.737 1.480

Output
**LUMO level (spin up / spin down)**: -5.7 / -5.7 eV
**E_tot**: -3163.62968 Ha
**Multiplicity**: 5
**Total charge**: +1
**Orbital gap (spin up / spin down)**: 4.21 / 4.18 eV


Entry 3:
Computed, not measured: the molecule C6H10, with the ωB97M-V functional and the def2-TZVPD basis.

Geometry (Å):
1 C -1.333 0.901 1.107
2 C -1.012 0.405 -0.092
3 C -1.957 0.201 -1.231
4 C 0.380 0.082 -0.395
5 C 1.390 -0.168 0.466
6 C 2.401 -1.234 0.279
7 H -2.319 1.296 1.331
8 H -0.575 1.073 1.865
9 H -2.865 0.801 -1.212
10 H -1.345 0.448 -2.093
11 H -2.305 -0.878 -1.334
12 H 0.630 0.080 -1.469
13 H 1.430 0.304 1.463
14 H 2.613 -1.458 -0.787
15 H 2.258 -2.132 0.895
16 H 3.356 -0.766 0.594

Output
**LUMO level**: 0.8 eV
**Energy above the lowest of the compared OMol25 structures with the same formula, charge and spin**: 178.8 kJ/mol
**E_tot**: -234.53441 Ha
**SMILES**: C=C(C)/C=C/C
**Total charge**: 0
**Orbital gap**: 8.74 eV


Entry 4:
Computed, not measured: the molecule C3H4ClFS, with the ωB97M-V functional and the def2-TZVPD basis.

Geometry (Å):
1 F 0.845 1.815 -0.239
2 C -0.364 1.185 -0.345
3 C -0.521 -0.235 0.080
4 S -1.937 -0.970 -0.501
5 C 0.621 -1.094 0.540
6 Cl 1.952 -1.084 -0.624
7 H -1.087 1.645 0.266
8 H -0.732 1.481 -1.391
9 H 0.933 -0.684 1.460
10 H 0.290 -2.058 0.754

Output
**LUMO level**: -1.1 eV
**Energy above the lowest of the compared OMol25 structures with the same formula, charge and spin**: 108.8 kJ/mol
**E_tot**: -1074.89819 Ha
**SMILES**: FCC(=S)CCl
**Total charge**: 0
**Orbital gap**: 8.17 eV


Entry 5:
Computed, not measured: the molecule C9H15BO3, with the ωB97M-V functional and the def2-TZVPD basis.

Geometry (Å):
1 C -2.399 -1.462 0.616
2 C -2.220 -0.202 -0.317
3 C -3.243 0.870 0.085
4 C -0.693 0.225 -0.316
5 C 0.035 0.377 -1.411
6 C 1.329 1.063 -1.305
7 C 2.143 0.601 0.248
8 O 3.122 1.630 0.478
9 B 2.591 -0.917 -0.020
10 O 3.915 -1.121 -0.317
11 O 1.763 -1.953 0.116
12 C 1.105 0.794 1.265
13 C -0.173 0.636 0.988
14 H -2.237 -2.371 0.036
15 H -3.522 -1.431 1.028
16 H -1.751 -1.649 1.492
17 H -2.600 -0.642 -1.199
18 H -2.681 1.541 0.802
19 H -4.092 0.487 0.484
20 H -3.456 1.371 -0.767
21 H -0.422 0.032 -2.289
22 H 1.881 0.762 -2.222
23 H 1.030 2.190 -1.378
24 H 3.535 1.934 -0.305
25 H 4.235 -1.963 -0.384
26 H 2.177 -2.765 0.507
27 H 1.581 1.048 2.276
28 H -0.952 0.915 1.807

Output
**LUMO level**: 0.3 eV
**Energy above the lowest of the compared OMol25 structures with the same formula, charge and spin**: 81.1 kJ/mol
**E_tot**: -602.48532 Ha
**SMILES**: CC(C)C1=CC[C@](O)(B(O)O)C=C1
**Total charge**: 0
**Orbital gap**: 8.23 eV


Entry 6:
Computed, not measured: the molecule C4H3FO2S, with the ωB97M-V functional and the def2-TZVPD basis.

Geometry (Å):
1 O -1.739 1.149 -1.837
2 C -1.755 1.374 -0.636
3 C -0.859 0.606 0.381
4 C 0.356 0.022 -0.192
5 F 0.423 0.088 -1.627
6 C 1.429 -0.878 0.496
7 O 1.897 -1.852 -0.335
8 S 1.640 -0.426 2.109
9 H -2.538 2.086 -0.203
10 H -1.212 0.476 1.508
11 H 2.358 -2.645 0.337

Output
**LUMO level**: -1.4 eV
**Energy above the lowest of the compared OMol25 structures with the same formula, charge and spin**: 271.2 kJ/mol
**E_tot**: -802.62802 Ha
**SMILES**: O=C/C=C(\F)C(O)=S
**Total charge**: 0
**Orbital gap**: 8.01 eV


Entry 7:
Computed, not measured: the molecule C20H18N6O4S2, with the ωB97M-V functional and the def2-TZVPD basis.

Geometry (Å):
1 C -1.581 5.458 -0.927
2 C -1.565 4.377 -2.033
3 C -0.366 3.950 -2.652
4 C -0.498 3.253 -3.705
5 N 0.501 2.790 -4.455
6 S 2.006 2.399 -3.692
7 O 2.675 1.694 -4.885
8 O 2.671 3.645 -3.205
9 C 1.515 1.153 -2.452
10 C 1.071 -0.166 -2.861
11 C 0.661 -1.113 -1.979
12 C 0.722 -0.894 -0.596
13 N 0.275 -1.749 0.475
14 C 0.425 -3.115 0.521
15 O 1.024 -3.660 -0.415
16 C -0.310 -3.933 1.420
17 C -0.194 -5.366 1.514
18 N -0.786 -6.133 2.495
19 C -1.500 -5.530 3.377
20 S -2.441 -6.384 4.495
21 C -3.114 -4.905 5.139
22 C -2.604 -3.799 4.440
23 C -3.175 -2.417 4.752
24 N -1.613 -4.086 3.463
25 C -0.933 -3.247 2.600
26 O -1.089 -2.004 2.669
27 C 1.093 0.324 -0.228
28 C 1.514 1.339 -1.057
29 N -1.690 2.684 -4.113
30 C -2.737 3.041 -3.308
31 C -3.998 2.290 -3.540
32 N -2.712 3.974 -2.328
33 H -2.167 5.200 -0.010
34 H -1.942 6.455 -1.292
35 H -0.530 5.674 -0.648
36 H 0.600 4.336 -2.422
37 H 0.230 2.215 -5.236
38 H 0.882 -0.478 -3.929
39 H 0.291 -2.039 -2.426
40 H -0.221 -1.324 1.232
41 H 0.396 -5.898 0.830
42 H -3.807 -4.842 6.020
43 H -2.398 -1.720 5.180
44 H -4.095 -2.457 5.361
45 H -3.625 -1.868 3.857
46 H 1.053 0.588 0.767
47 H 1.883 2.204 -0.453
48 H -4.750 2.783 -2.966
49 H -3.820 1.240 -3.314
50 H -4.342 2.503 -4.608

Output
**LUMO level**: -1.0 eV
**Energy above the lowest of the compared OMol25 structures with the same formula, charge and spin**: 382.9 kJ/mol
**E_tot**: -2198.73696 Ha
**SMILES**: Cc1cc(NS(=O)(=O)c2ccc(NC(=O)c3cnc4scc(C)n4c3=O)cc2)nc(C)n1
**Total charge**: 0
**Orbital gap**: 8.05 eV


Entry 8:
Computed, not measured: a structure of composition C45H44BIrN5O5P, with the ωB97M-V functional and the def2-TZVPD basis.

Geometry (Å):
1 Ir 0.031 -0.059 -0.221
2 O -2.345 0.822 1.592
3 N -1.933 -0.403 1.093
4 C -2.352 -1.377 1.811
5 C -2.263 -2.790 1.538
6 C -3.146 -3.602 2.269
7 C -3.261 -4.955 2.020
8 C -2.474 -5.539 1.038
9 C -1.566 -4.766 0.334
10 C -1.444 -3.396 0.572
11 P -0.151 -2.543 -0.410
12 C -0.567 -3.294 -2.024
13 C -1.842 -3.050 -2.534
14 C -2.256 -3.677 -3.695
15 C -1.409 -4.553 -4.360
16 C -0.154 -4.820 -3.838
17 C 0.271 -4.190 -2.680
18 C 1.369 -3.397 0.104
19 C 2.514 -3.243 -0.682
20 C 3.684 -3.895 -0.339
21 C 3.738 -4.666 0.813
22 C 2.620 -4.775 1.626
23 C 1.438 -4.140 1.280
24 H -2.224 1.476 0.885
25 H -2.943 -1.115 2.688
26 H -3.762 -3.153 3.032
27 H -3.958 -5.553 2.587
28 H -2.560 -6.594 0.822
29 H -0.941 -5.235 -0.414
30 H -2.521 -2.398 -1.998
31 H -3.245 -3.487 -4.083
32 H -1.727 -5.032 -5.274
33 H 0.498 -5.527 -4.329
34 H 1.252 -4.412 -2.290
35 H 2.471 -2.601 -1.549
36 H 4.554 -3.791 -0.969
37 H 4.652 -5.174 1.078
38 H 2.664 -5.363 2.529
39 H 0.572 -4.236 1.919
40 O -4.376 0.450 -6.067
41 C -4.447 1.569 -5.340
42 O -5.140 2.489 -5.666
43 C -3.587 1.615 -4.112
44 C -3.269 0.463 -3.385
45 C -2.430 0.547 -2.303
46 C -1.843 1.765 -1.918
47 C -2.217 2.923 -2.623
48 C -3.089 2.845 -3.685
49 N -0.994 1.731 -0.843
50 C -0.576 2.830 -0.196
51 C 0.088 2.729 1.031
52 C 0.301 3.864 1.850
53 C 0.825 3.704 3.102
54 C 1.184 2.421 3.530
55 C 1.002 1.361 2.662
56 N 0.466 1.493 1.460
57 H -3.739 -0.199 -5.739
58 H -3.707 -0.490 -3.649
59 H -2.175 -0.331 -1.715
60 H -1.810 3.882 -2.354
61 H -3.386 3.736 -4.219
62 H -0.821 3.810 -0.579
63 H 0.017 4.830 1.467
64 H 0.951 4.552 3.755
65 H 1.591 2.255 4.512
66 H 1.274 0.359 2.966
67 C 1.615 -2.082 -4.956
68 C 1.822 -0.840 -4.099
69 C 3.315 -0.516 -4.073
70 O 1.418 -1.125 -2.723
71 B 0.705 -0.083 -2.252
72 O 0.431 0.847 -3.177
73 C 0.894 0.375 -4.475
74 C -0.356 -0.042 -5.256
75 C 1.579 1.533 -5.187
76 H 2.288 -2.868 -4.622
77 H 1.851 -1.851 -5.992
78 H 0.599 -2.451 -4.883
79 H 3.856 -1.366 -3.664
80 H 3.529 0.346 -3.451
81 H 3.681 -0.339 -5.079
82 H -0.902 -0.826 -4.734
83 H -0.085 -0.381 -6.252
84 H -1.008 0.823 -5.347
85 H 2.353 1.981 -4.572
86 H 0.837 2.301 -5.399
87 H 2.010 1.190 -6.124
88 N 4.275 -0.999 1.081
89 C 2.933 -1.039 1.144
90 N 2.360 -0.212 0.298
91 C 3.387 0.444 -0.347
92 C 3.375 1.486 -1.269
93 C 4.595 1.953 -1.715
94 C 5.803 1.402 -1.277
95 C 5.835 0.392 -0.340
96 C 4.613 -0.067 0.130
97 H 4.921 -1.544 1.630
98 H 2.409 -1.684 1.824
99 H 2.440 1.911 -1.600
100 H 4.621 2.765 -2.423
101 H 6.727 1.792 -1.671
102 H 6.764 -0.014 0.023

Output
**LUMO level**: -6.9 eV
**Energy above the lowest of the compared OMol25 structures with the same formula, charge and spin**: 369.4 kJ/mol
**E_tot**: -2861.31889 Ha
**Total charge**: +2
**Orbital gap**: 6.62 eV